(1)
{
  "formula": "C35H80F30NOP7",
  "method": "ωB97M-V with the def2-TZVPD basis set",
  "e_lumo_ev": 0.88,
  "charge": -2,
  "relative_energy_kj_mol": 962.4,
  "elements": ["C", "C", "C", "C", "P", "C", "C", "C", "C", "C", "C", "C", "C", "C", "C", "C", "C", "H", "H", "H", "H", "H", "H", "H", "H", "H", "H", "H", "H", "H", "H", "H", "H", "H", "H", "H", "H", "H", "H", "H", "H", "H", "H", "H", "H", "H", "H", "H", "H", "H", "H", "H", "H", "C", "C", "C", "C", "P", "C", "C", "C", "C", "C", "C", "C", "C", "C", "C", "C", "C", "H", "H", "H", "H", "H", "H", "H", "H", "H", "H", "H", "H", "H", "H", "H", "H", "H", "H", "H", "H", "H", "H", "H", "H", "H", "H", "H", "H", "H", "H", "H", "H", "H", "H", "H", "H", "C", "C", "O", "N", "H", "H", "C", "H", "H", "H", "H", "H", "H", "P", "F", "F", "F", "F", "F", "F", "P", "F", "F", "F", "F", "F", "F", "P", "F", "F", "F", "F", "F", "F", "P", "F", "F", "F", "F", "F", "F", "P", "F", "F", "F", "F", "F", "F"],
  "coordinates": [[-2.257, 3.890, -5.923], [-3.334, 2.801, -5.814], [-3.107, 1.565, -6.665], [-4.066, 0.466, -6.316], [-3.469, -1.119, -6.982], [-3.675, -1.061, -8.795], [-5.097, -1.556, -9.270], [-5.114, -1.982, -10.741], [-4.521, -3.373, -11.018], [-4.538, -2.521, -6.360], [-4.193, -3.900, -6.920], [-4.773, -5.058, -6.101], [-4.352, -6.400, -6.583], [-1.756, -1.423, -6.522], [-1.653, -1.655, -5.005], [-0.260, -1.822, -4.449], [0.486, -0.483, -4.543], [-2.110, 4.294, -6.925], [-1.345, 3.427, -5.547], [-2.376, 4.689, -5.190], [-4.239, 3.340, -6.095], [-3.472, 2.588, -4.754], [-2.142, 1.197, -6.317], [-3.049, 1.799, -7.728], [-5.080, 0.531, -6.711], [-4.104, 0.265, -5.245], [-3.012, -1.847, -9.157], [-3.451, -0.073, -9.197], [-5.737, -0.695, -9.079], [-5.670, -2.297, -8.713], [-4.483, -1.253, -11.249], [-6.145, -1.864, -11.072], [-3.460, -3.462, -10.787], [-4.643, -3.644, -12.067], [-5.025, -4.184, -10.492], [-5.553, -2.156, -6.514], [-4.344, -2.486, -5.288], [-3.116, -4.026, -6.813], [-4.437, -4.057, -7.970], [-5.837, -4.872, -5.953], [-4.414, -4.883, -5.087], [-4.282, -6.395, -7.670], [-4.884, -7.201, -6.069], [-3.307, -6.477, -6.284], [-1.168, -0.526, -6.713], [-1.439, -2.314, -7.065], [-2.162, -2.606, -4.850], [-2.306, -1.000, -4.428], [0.233, -2.610, -5.018], [-0.230, -2.216, -3.433], [0.650, -0.094, -5.547], [1.539, -0.526, -4.266], [-0.016, 0.203, -3.860], [7.681, -3.027, 0.620], [6.643, -1.924, 0.427], [6.455, -1.057, 1.682], [7.725, -0.258, 2.083], [7.417, 0.915, 3.421], [7.484, 0.029, 5.012], [6.347, -1.006, 5.203], [6.137, -1.462, 6.695], [7.274, -2.319, 7.265], [8.836, 2.191, 3.288], [8.754, 3.165, 4.456], [9.877, 4.162, 4.409], [9.764, 5.173, 5.529], [5.793, 1.848, 3.333], [5.752, 2.774, 2.044], [4.319, 3.131, 1.733], [4.297, 4.192, 0.581], [7.973, -3.230, 1.650], [8.547, -2.740, 0.024], [7.417, -4.010, 0.229], [5.648, -2.336, 0.264], [6.689, -1.354, -0.502], [5.921, -1.558, 2.489], [5.717, -0.303, 1.408], [7.979, 0.399, 1.251], [8.661, -0.807, 2.190], [7.482, 0.718, 5.857], [8.389, -0.578, 4.980], [6.491, -1.951, 4.679], [5.375, -0.615, 4.900], [5.165, -1.930, 6.846], [5.982, -0.534, 7.245], [7.244, -3.327, 6.852], [7.100, -2.398, 8.339], [8.234, -1.839, 7.075], [8.674, 2.711, 2.344], [9.795, 1.685, 3.394], [8.852, 2.529, 5.335], [7.773, 3.639, 4.440], [9.828, 4.805, 3.531], [10.876, 3.726, 4.419], [8.790, 5.663, 5.508], [10.481, 5.976, 5.357], [10.042, 4.633, 6.434], [5.737, 2.472, 4.225], [4.982, 1.123, 3.400], [6.053, 2.220, 1.155], [6.346, 3.682, 2.147], [3.745, 3.609, 2.527], [3.693, 2.265, 1.517], [4.565, 5.203, 0.889], [3.276, 4.282, 0.212], [5.003, 3.992, -0.225], [-0.901, 0.698, 2.949], [-2.196, 1.110, 2.231], [-2.197, 1.707, 1.169], [-3.471, 1.012, 3.130], [-4.216, 0.642, 2.557], [-3.439, 0.269, 3.814], [-3.865, 2.386, 3.700], [-0.559, 1.451, 3.659], [-0.109, 0.458, 2.240], [-1.019, -0.235, 3.499], [-3.337, 3.206, 3.213], [-3.660, 2.340, 4.770], [-4.949, 2.495, 3.657], [-4.368, -2.532, 7.435], [-5.131, -2.498, 5.950], [-3.411, -3.786, 7.047], [-3.250, -1.499, 6.814], [-3.626, -2.446, 8.937], [-5.158, -1.147, 7.823], [-5.615, -3.434, 7.910], [-10.652, 6.080, 4.323], [-9.111, 6.138, 3.918], [-10.422, 7.360, 5.345], [-10.917, 7.059, 3.132], [-12.267, 6.002, 4.537], [-10.794, 4.839, 3.309], [-10.403, 5.101, 5.566], [-8.191, -0.787, 0.197], [-8.291, -0.359, 1.813], [-6.900, -1.699, 0.708], [-8.990, -2.177, 0.510], [-8.063, -1.257, -1.343], [-9.479, 0.122, -0.175], [-7.329, 0.533, 0.080], [-1.768, -6.012, 0.671], [-1.633, -7.433, 1.478], [-1.837, -6.764, -0.777], [-3.424, -6.086, 0.719], [-1.989, -4.576, -0.061], [-1.839, -5.285, 2.132], [-0.119, -5.873, 0.603], [0.540, 3.922, 8.212], [0.409, 5.500, 8.717], [2.051, 4.252, 7.782], [1.083, 3.643, 9.737], [0.847, 2.401, 7.942], [-0.926, 3.552, 8.753], [0.098, 4.316, 6.666]],
  "lowdin_charge": [-0.10, -0.26, -0.26, -0.26, 1.03, -0.23, -0.25, -0.25, -0.10, -0.23, -0.25, -0.28, -0.10, -0.26, -0.26, -0.23, -0.10, 0.07, 0.06, 0.08, 0.11, 0.12, 0.09, 0.12, 0.11, 0.11, 0.08, 0.10, 0.10, 0.10, 0.10, 0.11, 0.07, 0.07, 0.07, 0.10, 0.10, 0.10, 0.09, 0.12, 0.12, 0.07, 0.09, 0.08, 0.08, 0.10, 0.10, 0.12, 0.11, 0.13, 0.06, 0.07, 0.08, -0.10, -0.25, -0.24, -0.27, 1.05, -0.27, -0.24, -0.24, -0.10, -0.24, -0.28, -0.29, -0.11, -0.21, -0.25, -0.26, -0.10, 0.07, 0.07, 0.07, 0.11, 0.11, 0.10, 0.09, 0.09, 0.10, 0.10, 0.10, 0.10, 0.10, 0.12, 0.11, 0.08, 0.08, 0.06, 0.09, 0.10, 0.11, 0.11, 0.11, 0.12, 0.08, 0.07, 0.08, 0.10, 0.09, 0.10, 0.11, 0.12, 0.11, 0.07, 0.07, 0.07, 0.03, -0.31, 0.13, 0.13, 0.18, 0.18, 0.06, 0.10, 0.09, 0.10, 0.10, 0.11, 0.11, 0.22, -0.22, -0.17, -0.23, -0.22, -0.21, -0.16, 0.06, -0.17, -0.21, -0.16, -0.19, -0.18, -0.16, 0.17, -0.22, -0.22, -0.19, -0.18, -0.17, -0.17, 0.21, -0.19, -0.20, -0.21, -0.20, -0.19, -0.21, 0.14, -0.21, -0.20, -0.22, -0.15, -0.15, -0.20]
}

***

(2)
{
  "formula": "C15H10N2O3",
  "method": "ωB97M-V with the def2-TZVPD basis set",
  "e_lumo_ev": -0.08,
  "smiles": "Nc1cc(-c2ccco2)c2oc(-c3ccco3)nc2c1",
  "charge": 0,
  "relative_energy_kj_mol": 228.8,
  "elements": ["N", "C", "C", "C", "C", "C", "C", "C", "O", "C", "O", "C", "C", "C", "C", "C", "O", "N", "C", "C", "H", "H", "H", "H", "H", "H", "H", "H", "H", "H"],
  "coordinates": [[3.321, -3.190, -0.325], [2.390, -2.148, -0.361], [2.280, -1.359, 0.758], [1.284, -0.267, 0.802], [1.016, 0.443, 2.059], [1.907, 0.423, 3.055], [1.407, 1.289, 4.110], [0.397, 1.918, 3.597], [0.173, 1.533, 2.195], [0.404, -0.136, -0.287], [-0.646, 0.624, -0.517], [-1.229, 0.155, -1.630], [-2.422, 0.828, -2.142], [-3.260, 1.744, -1.531], [-4.372, 1.936, -2.337], [-4.022, 1.411, -3.522], [-2.798, 0.756, -3.463], [-0.549, -0.820, -2.260], [0.528, -0.975, -1.337], [1.611, -1.998, -1.405], [3.726, -3.381, 0.579], [3.084, -3.959, -0.899], [2.815, -1.530, 1.607], [2.741, -0.258, 3.211], [1.841, 1.228, 5.195], [-0.321, 2.478, 4.190], [-3.235, 2.255, -0.573], [-5.275, 2.269, -2.117], [-4.657, 1.237, -4.429], [1.860, -2.506, -2.221]],
  "lowdin_charge": [0.10, -0.38, 0.06, 0.00, -0.23, -0.04, -0.09, -0.09, 0.04, -0.21, 0.16, -0.23, -0.16, -0.01, -0.07, -0.08, 0.05, 0.22, -0.14, 0.05, 0.09, 0.08, 0.07, 0.11, 0.15, 0.12, 0.13, 0.07, 0.14, 0.08]
}

***

(3)
{
  "formula": "C4H6N2O",
  "method": "ωB97M-V with the def2-TZVPD basis set",
  "multiplicity": 3,
  "e_lumo_ev": [0.76, -0.96],
  "s2": 2.0631,
  "charge": 0,
  "relative_energy_kj_mol": 426.3,
  "elements": ["C", "C", "C", "C", "N", "N", "O", "H", "H", "H", "H", "H", "H"],
  "coordinates": [[0.726, -1.464, 0.541], [0.341, 1.076, -0.286], [-0.645, -1.459, -0.036], [-1.402, -0.226, 0.386], [2.232, 2.469, -0.611], [1.202, 1.914, -0.251], [-0.923, 0.981, -0.386], [1.420, -1.935, -0.154], [-0.776, -1.580, -1.152], [-1.043, -2.392, 0.431], [-2.477, -0.563, 0.060], [-1.200, -0.147, 1.523], [2.545, 3.325, -0.065]],
  "lowdin_charge": [0.12, -0.21, -0.35, -0.17, 0.02, -0.07, 0.01, 0.03, 0.14, 0.11, 0.15, 0.15, 0.07]
}

***

(4)
{
  "formula": "C7H13NO",
  "method": "ωB97M-V with the def2-TZVPD basis set",
  "e_lumo_ev": 0.83,
  "smiles": "C=CC(C)(C)NC(=C)O",
  "charge": 0,
  "relative_energy_kj_mol": 311.4,
  "elements": ["C", "C", "C", "C", "C", "N", "C", "C", "O", "H", "H", "H", "H", "H", "H", "H", "H", "H", "H", "H", "H", "H"],
  "coordinates": [[0.524, 1.170, 2.650], [-0.370, 1.206, 1.664], [-0.486, 0.085, 0.230], [-0.949, -1.267, 0.736], [-1.453, 0.713, -0.759], [0.879, 0.198, -0.056], [1.213, -0.709, -1.406], [1.384, -0.264, -2.648], [1.456, -2.010, -1.096], [1.378, 0.498, 2.619], [0.392, 1.746, 3.565], [-1.215, 1.890, 1.742], [-0.196, -1.730, 1.378], [-1.158, -1.946, -0.095], [-1.871, -1.156, 1.315], [-1.624, 0.045, -1.609], [-1.079, 1.666, -1.142], [-2.419, 0.891, -0.278], [1.099, 1.154, -0.331], [1.161, 0.760, -2.920], [1.772, -0.916, -3.426], [1.561, -2.022, -0.133]],
  "lowdin_charge": [-0.03, -0.07, -0.56, -0.05, -0.06, 0.05, -0.35, 0.04, 0.03, 0.05, 0.05, 0.07, 0.08, 0.08, 0.09, 0.08, 0.08, 0.08, 0.11, 0.05, 0.06, 0.10]
}

***

(5)
{
  "formula": "C20H23N5O",
  "method": "ωB97M-V with the def2-TZVPD basis set",
  "e_lumo_ev": -1.68,
  "charge": 0,
  "relative_energy_kj_mol": 1937.5,
  "elements": ["C", "C", "C", "C", "N", "C", "N", "C", "N", "C", "O", "C", "C", "N", "C", "C", "C", "C", "C", "C", "N", "C", "H", "H", "H", "H", "C", "C", "H", "H", "H", "C", "C", "H", "H", "H", "H", "H", "H", "H", "H", "H", "H", "H", "H", "H", "H", "H", "H"],
  "coordinates": [[0.973, 2.489, -2.576], [0.429, 3.805, -2.234], [-0.770, 3.667, -1.311], [-0.453, 3.262, 0.070], [-0.236, 1.935, -0.070], [-1.125, 1.002, -0.218], [-2.385, 1.354, -0.597], [-2.989, 0.074, -1.118], [-2.607, -1.201, -0.982], [-1.458, -1.528, -0.446], [-1.003, -2.857, -0.174], [-0.465, -0.473, -0.105], [0.671, -0.128, 0.269], [1.618, -1.176, 0.850], [2.824, -0.577, 1.141], [3.821, -1.331, 1.761], [4.893, -0.767, 2.095], [5.157, 0.564, 2.297], [4.142, 1.193, 1.831], [2.950, 0.857, 1.505], [2.066, 1.730, 0.950], [0.966, 1.186, 0.775], [4.313, 2.333, 2.049], [6.109, 0.889, 2.809], [5.934, -1.787, 2.276], [3.589, -2.539, 1.525], [-3.743, -2.031, -1.405], [-3.063, -3.377, -2.260], [-2.662, -2.613, -3.055], [-2.365, -3.739, -1.772], [-3.832, -4.005, -2.616], [-4.321, -2.808, -0.217], [-3.739, -4.063, 0.548], [-2.684, -3.700, 0.694], [-3.742, -4.801, -0.166], [-4.232, -4.474, 1.541], [-4.457, -2.087, 0.493], [-5.495, -3.039, -0.181], [-4.429, -1.656, -1.843], [-3.956, 0.272, -1.246], [0.348, 3.772, 0.637], [-1.212, 3.565, 1.038], [-0.980, 4.919, -1.126], [-1.459, 3.372, -1.767], [0.447, 4.413, -3.083], [1.226, 4.368, -1.748], [1.385, 2.012, -1.843], [1.630, 2.678, -3.477], [0.268, 1.778, -3.095]],
  "lowdin_charge": [-0.11, -0.26, -0.17, -0.23, -0.01, -0.22, 0.19, 0.04, 0.04, -0.20, -0.09, 0.01, -0.17, 0.22, -0.21, -0.13, -0.17, -0.10, -0.15, -0.23, 0.23, -0.09, 0.17, 0.14, 0.20, 0.19, -0.18, 0.06, 0.12, -0.06, 0.07, -0.21, -0.08, 0.06, 0.02, 0.12, 0.05, 0.15, 0.03, 0.09, 0.12, 0.19, 0.19, -0.03, 0.09, 0.12, -0.01, 0.10, 0.11]
}